[1]
{
  "formula": "C3H6S2",
  "method": "ωB97M-V/def2-TZVPD",
  "multiplicity": 1,
  "max_force_ev_per_a": 8.47,
  "orbital_gap_ev": 7.98,
  "homo_ev": -8.636,
  "e_above_lowest_kj_mol": 272.48,
  "smiles": "S=CCCS",
  "symbols": ["C", "C", "C", "H", "H", "H", "H", "H", "H", "S", "S"],
  "xyz": [[0.6480, 0.6856, 0.3645], [-0.4062, -0.2173, -0.4634], [-0.7374, -1.3272, 0.7430], [0.9766, 1.5512, -1.8438], [0.1260, 1.5633, 0.8119], [1.1407, 0.1032, 0.9520], [-1.2923, 0.2553, -0.8129], [-0.0424, -0.9425, -1.1883], [0.0087, -1.6068, 1.4866], [1.9562, 1.5887, -0.7229], [-2.3779, -1.6536, 0.6732]],
  "atomic_forces_ev_per_a": [[-3.5, 4.5, -6.3], [2.8, -2.0, 4.5], [-4.2, 2.4, -2.9], [2.1, 0.3, 1.8], [0.2, -1.2, 0.2], [3.1, -3.2, 3.9], [-0.6, 0.4, 0.1], [0.8, 0.7, -0.5], [-0.2, -0.3, -0.2], [-2.9, -1.0, -1.7], [2.3, -0.6, 1.2]],
  "lowdin_charge": [-0.51, -0.28, -0.55, -0.07, 0.08, -0.04, 0.05, 0.09, 0.05, 0.57, 0.62]
}



[2]
{
  "formula": "C3H4O2",
  "method": "ωB97M-V/def2-TZVPD",
  "multiplicity": 1,
  "max_force_ev_per_a": 1.24,
  "orbital_gap_ev": [8.37, 7.52],
  "homo_ev": [-8.609, -8.341],
  "e_above_lowest_kj_mol": 351.00,
  "symbols": ["O", "C", "C", "C", "O", "H", "H", "H", "H"],
  "xyz": [[-1.7945, -0.2525, -1.8528], [-0.9834, 0.0416, -0.9856], [-0.4630, -0.8713, -0.0170], [1.2324, 0.5104, 0.8587], [0.4236, -0.4808, 0.8971], [-0.6439, 1.0990, -0.8488], [-0.9117, -1.8252, 0.2208], [1.3460, 1.1072, -0.0388], [1.7947, 0.6717, 1.7663]],
  "atomic_forces_ev_per_a": [[0.2, 0.1, 0.2], [0.0, 0.0, 0.1], [-0.3, 0.2, -0.2], [0.7, 1.0, -0.1], [-0.6, -1.0, 0.2], [-0.1, -0.3, -0.1], [0.1, 0.1, -0.1], [0.0, -0.1, 0.1], [0.0, 0.0, -0.1]],
  "lowdin_charge": [0.01, -0.30, -0.08, 0.01, -0.05, 0.12, 0.13, 0.08, 0.08]
}



[3]
{
  "formula": "HNOS2",
  "method": "ωB97M-V/def2-TZVPD",
  "multiplicity": 3,
  "max_force_ev_per_a": 2.43,
  "orbital_gap_ev": [8.79, 6.96],
  "homo_ev": [-8.189, -9.205],
  "e_above_lowest_kj_mol": 71.09,
  "s_squared": 2.01,
  "symbols": ["N", "O", "S", "S", "H"],
  "xyz": [[0.3439, 0.4201, 0.1743], [-0.6625, 0.1050, -0.7032], [1.0369, -0.5659, 1.2226], [-1.2840, -1.3678, -0.7911], [0.5658, 1.4086, 0.0974]],
  "atomic_forces_ev_per_a": [[1.7, 0.6, 1.5], [-1.6, 0.4, -1.7], [0.2, -0.3, 0.3], [0.0, -0.5, 0.1], [-0.3, -0.3, -0.2]],
  "lowdin_charge": [-0.66, -0.73, 0.61, 0.68, 0.09]
}



[4]
{
  "formula": "C8H16OS2",
  "method": "ωB97M-V/def2-TZVPD",
  "multiplicity": 1,
  "max_force_ev_per_a": 5.81,
  "orbital_gap_ev": 9.35,
  "homo_ev": -8.769,
  "e_above_lowest_kj_mol": 0.00,
  "symbols": ["C", "C", "C", "C", "C", "C", "C", "C", "O", "S", "S", "H", "H", "H", "H", "H", "H", "H", "H", "H", "H", "H", "H", "H", "H", "H", "H"],
  "xyz": [[0.5222, -2.6785, -0.6442], [-0.5849, -2.1419, -1.5383], [0.5692, -0.1359, 0.1370], [2.0364, 0.2466, 0.0583], [-0.3283, 2.1663, -0.3253], [-0.1608, 1.4339, 2.0580], [-1.8781, 0.3846, 0.5033], [-0.4292, 0.9846, 0.5876], [1.0550, -0.3748, -2.4593], [0.4199, -1.7217, 0.9060], [-0.1984, -0.3457, -1.6616], [0.3177, -3.7336, -0.3317], [1.4049, -2.4913, -1.2357], [-0.6296, -2.7396, -2.4605], [-1.6238, -2.2763, -1.0378], [2.5007, -0.3064, -0.8337], [2.5930, -0.1021, 0.8880], [2.2761, 1.2635, -0.1565], [0.5436, 1.8827, -0.9706], [-0.0735, 3.1049, 0.2588], [-1.1609, 2.3683, -1.0159], [0.6688, 2.1171, 2.2777], [-1.1650, 1.8223, 2.5824], [0.0729, 0.4353, 2.5877], [-2.5211, 1.2717, 0.7491], [-2.0700, -0.2339, 1.3402], [-2.1565, -0.1998, -0.2632]],
  "atomic_forces_ev_per_a": [[-1.4, -0.4, 0.6], [-2.2, -0.6, 1.8], [-1.0, 1.1, -0.7], [0.4, -1.3, -2.6], [1.8, 1.3, -1.0], [-1.9, -2.1, 1.7], [0.9, 3.8, 4.3], [-1.0, -1.0, 1.5], [0.2, 0.3, -1.0], [0.0, -0.9, 0.3], [1.5, -1.3, -0.6], [0.6, 0.8, -0.6], [0.8, -0.4, 0.4], [0.2, 1.0, -0.3], [1.7, 0.3, -0.7], [-0.7, 0.6, 1.1], [0.2, -0.2, 1.1], [-0.2, 0.9, 0.1], [-0.6, 1.3, 0.1], [-0.3, -1.0, -0.9], [0.1, -0.2, 0.5], [-0.3, -0.1, -0.5], [2.3, -0.6, -1.3], [-0.3, 1.6, -0.2], [0.1, -0.8, -1.0], [0.1, -0.8, 1.2], [-0.9, -1.3, -3.3]],
  "lowdin_charge": [-0.49, -0.39, -0.78, -0.12, -0.10, -0.06, -0.09, -0.65, -0.54, 0.93, 0.97, 0.09, 0.07, 0.10, 0.11, 0.10, 0.06, 0.07, 0.06, 0.11, 0.09, 0.08, 0.13, 0.08, 0.11, 0.06, 0.00]
}



no.,total energy (Eh)
1,-914.1719
2,-267.0591
3,-926.8100
4,-1185.9438